# 1
{"formula": "C15H12N4O3", "method": "wB97M-V/def2-TZVPD", "e_tot_ha": -1023.363209, "de_lowest_kj_mol": 432.0, "smiles": "Cc1cc(/N=N/Cc2ccc([N+](=O)[O-])o2)nc2ccccc12", "charge": 0, "species": ["O", "O", "N", "N", "N", "O", "C", "C", "C", "C", "C", "C", "C", "C", "C", "C", "C", "C", "C", "N", "C", "C", "H", "H", "H", "H", "H", "H", "H", "H", "H", "H", "H", "H"], "positions_angstrom": [[5.1163, 3.5294, -4.4660], [5.9325, 4.2865, -2.5900], [0.9754, 0.5631, 0.8306], [0.6979, 1.7202, 0.4269], [-1.2499, -0.0689, 0.2093], [3.7941, 3.1494, -1.1288], [2.8878, 2.4993, -3.0814], [1.9603, 2.2409, -2.0299], [4.0008, 3.0714, -2.5229], [2.5532, 2.6249, -0.8915], [-0.0970, -0.3141, 0.9048], [-4.5593, -1.5319, -0.2262], [-4.5040, -2.7158, 0.4856], [0.0624, -1.4604, 1.6985], [-3.4573, -0.7152, -0.3702], [-3.3518, -2.9729, 1.2291], [-0.9970, -2.3520, 1.8667], [-2.2904, -0.9517, 0.3474], [-2.2034, -2.1223, 1.1771], [5.0996, 3.6336, -3.2269], [1.8287, 2.6518, 0.4615], [-0.8551, -3.4970, 2.8983], [2.6969, 2.2950, -4.1500], [0.9613, 1.7986, -2.0849], [-5.4389, -1.2882, -0.7682], [-5.3261, -3.4158, 0.5732], [0.9650, -1.5563, 2.2302], [-3.4601, 0.0911, -1.0087], [-3.3140, -3.9089, 1.8046], [1.4494, 3.6460, 0.6840], [2.5046, 2.4361, 1.2881], [0.2053, -3.7351, 3.1121], [-1.2613, -4.4324, 2.4993], [-1.3262, -3.1986, 3.8184]], "nbo_charge": [-0.3803, -0.3609, -0.1742, -0.0906, -0.3910, -0.3846, -0.1987, -0.3263, 0.2802, 0.3392, 0.2827, -0.1926, -0.2106, -0.2419, -0.1897, -0.1703, 0.0778, 0.1666, -0.1091, 0.4873, -0.3095, -0.6407, 0.2566, 0.2559, 0.2141, 0.2220, 0.2251, 0.2234, 0.2120, 0.2292, 0.2223, 0.2244, 0.2215, 0.2305]}

=====

# 2
{"formula": "C51H57N5O4P2S2SiTeV", "method": "wB97M-V/def2-TZVPD", "multiplicity": 2, "e_tot_ha": -5533.205645, "de_lowest_kj_mol": 0.0, "s2": 0.762, "charge": 0, "species": ["V", "C", "N", "C", "C", "N", "N", "C", "N", "N", "H", "H", "H", "H", "H", "H", "H", "H", "H", "H", "H", "O", "P", "C", "P", "O", "C", "C", "C", "C", "C", "C", "C", "C", "C", "C", "C", "C", "C", "C", "C", "C", "C", "C", "C", "C", "C", "C", "C", "C", "H", "H", "H", "H", "H", "H", "H", "H", "H", "H", "H", "H", "H", "H", "H", "H", "H", "H", "H", "H", "H", "H", "C", "O", "C", "S", "S", "H", "H", "H", "O", "Si", "C", "C", "C", "C", "C", "C", "C", "C", "C", "C", "C", "C", "C", "C", "C", "C", "C", "C", "H", "H", "H", "H", "H", "H", "H", "H", "H", "H", "H", "H", "H", "H", "H", "C", "Te", "C", "H", "H", "H", "H", "H", "H"], "positions_angstrom": [[1.2556, -0.1334, 0.5488], [4.4853, -1.9187, 3.1118], [4.7848, -0.7987, 2.2370], [5.8480, -1.0270, 1.2551], [3.7687, 0.0668, 1.9502], [2.5413, -0.0360, 2.3533], [4.1917, 1.1830, 1.2402], [3.3698, 2.0270, 0.5179], [3.8862, 3.2874, 0.2974], [2.2259, 1.6183, 0.1326], [5.4236, -2.3828, 3.4091], [3.8587, -2.6620, 2.6068], [3.9859, -1.5675, 4.0147], [6.7950, -0.5816, 1.5736], [5.5623, -0.6412, 0.2781], [5.9897, -2.0998, 1.1356], [2.3727, -0.9344, 2.7911], [5.1655, 1.4194, 1.3143], [4.8871, 3.3643, 0.2084], [3.3728, 3.8374, -0.3751], [1.7118, 2.3135, -0.4031], [0.3126, -1.6109, 2.1029], [-1.1527, -1.9065, 2.1528], [-2.0232, -0.7827, 1.0302], [-1.7148, 0.9853, 1.3529], [-0.2534, 1.3117, 1.3101], [-2.4264, 1.4072, 2.9455], [-3.8026, 1.4173, 3.1628], [-4.3027, 1.7440, 4.4115], [-3.4288, 2.0656, 5.4428], [-2.0591, 2.0578, 5.2275], [-1.5537, 1.7254, 3.9790], [-2.6911, 1.8278, 0.1004], [-2.7058, 1.3099, -1.1969], [-3.3482, 1.9995, -2.2123], [-3.9742, 3.2079, -1.9393], [-3.9488, 3.7352, -0.6551], [-3.3041, 3.0509, 0.3645], [-1.6102, -3.5865, 1.7073], [-0.7705, -4.5990, 2.1671], [-1.0877, -5.9230, 1.9241], [-2.2414, -6.2436, 1.2189], [-3.0754, -5.2383, 0.7560], [-2.7633, -3.9082, 1.0041], [-1.7736, -1.7984, 3.8464], [-3.1049, -2.0606, 4.1606], [-3.5105, -2.1045, 5.4836], [-2.5831, -1.9092, 6.5004], [-1.2556, -1.6567, 6.1922], [-0.8502, -1.5971, 4.8660], [-3.0986, -0.9624, 0.9665], [-1.5527, -1.0075, 0.0609], [-4.4846, 1.1798, 2.3535], [-5.3714, 1.7518, 4.5822], [-3.8207, 2.3223, 6.4189], [-1.3808, 2.3035, 6.0348], [-0.4873, 1.6991, 3.7952], [-2.1713, 0.3962, -1.4321], [-3.3381, 1.6020, -3.2189], [-4.4716, 3.7487, -2.7344], [-4.4235, 4.6856, -0.4478], [-3.2627, 3.4762, 1.3595], [0.1464, -4.3396, 2.6835], [-0.4279, -6.7075, 2.2714], [-2.4834, -7.2798, 1.0206], [-3.9655, -5.4860, 0.1925], [-3.4124, -3.1323, 0.6172], [-3.8278, -2.2444, 3.3726], [-4.5470, -2.3031, 5.7241], [-2.8992, -1.9580, 7.5348], [-0.5331, -1.5035, 6.9840], [0.1822, -1.3945, 4.6079], [2.0413, -5.5011, -1.5718], [2.6313, -4.3033, -1.0779], [1.8335, -3.2772, -0.7183], [0.1766, -3.3602, -0.8852], [2.7368, -1.9673, -0.1118], [2.8440, -6.2352, -1.5794], [1.6590, -5.3506, -2.5824], [1.2201, -5.8266, -0.9351], [0.3285, 0.0756, -1.2167], [0.7618, 0.4285, -2.7139], [2.4896, -0.2125, -3.1392], [3.6335, 0.5788, -3.0185], [4.9051, 0.0553, -3.2137], [5.0597, -1.2858, -3.5401], [3.9376, -2.0905, -3.6740], [2.6727, -1.5558, -3.4755], [-0.4408, -0.2837, -3.9804], [-0.9665, -1.5679, -3.8047], [-1.8077, -2.1400, -4.7501], [-2.1499, -1.4347, -5.8958], [-1.6524, -0.1528, -6.0838], [-0.8093, 0.4123, -5.1351], [0.8101, 2.3016, -3.0340], [0.1631, 3.1743, -2.1588], [0.0980, 4.5423, -2.4072], [0.7051, 5.0722, -3.5338], [1.3797, 4.2279, -4.4089], [1.4238, 2.8646, -4.1605], [3.5333, 1.6299, -2.7663], [5.7757, 0.6961, -3.1241], [6.0490, -1.6992, -3.6952], [4.0471, -3.1398, -3.9192], [1.8093, -2.2068, -3.5714], [-0.7233, -2.1252, -2.9063], [-2.1975, -3.1381, -4.5880], [-2.8038, -1.8793, -6.6362], [-1.9223, 0.4097, -6.9697], [-0.4456, 1.4206, -5.2978], [-0.2983, 2.7686, -1.2670], [-0.4294, 5.1911, -1.7172], [0.6589, 6.1363, -3.7313], [1.8639, 4.6345, -5.2889], [1.9492, 2.2209, -4.8596], [0.9449, 6.3523, 2.3702], [0.4520, 4.3996, 1.6527], [1.5600, 3.4191, 3.1834], [0.5690, 6.4844, 3.3821], [0.4716, 7.0825, 1.7158], [2.0227, 6.4988, 2.3488], [2.5487, 3.8708, 3.2368], [1.6496, 2.3720, 2.8941], [1.0502, 3.5055, 4.1407]], "lowdin_spin": [0.9770, 0.0001, -0.0021, -0.0004, -0.0050, 0.0042, -0.0009, -0.0064, -0.0028, -0.0025, 0.0000, 0.0002, -0.0001, 0.0000, 0.0000, -0.0001, 0.0012, -0.0002, -0.0004, -0.0003, 0.0000, 0.0029, 0.0007, -0.0007, 0.0006, 0.0037, -0.0001, -0.0001, 0.0000, -0.0001, 0.0000, 0.0000, 0.0004, 0.0002, 0.0000, 0.0002, 0.0000, 0.0002, 0.0002, 0.0002, 0.0000, 0.0000, 0.0000, 0.0002, 0.0002, 0.0000, 0.0000, 0.0000, 0.0000, -0.0001, -0.0001, -0.0002, 0.0000, 0.0000, 0.0000, 0.0000, 0.0000, 0.0000, 0.0000, 0.0000, 0.0000, 0.0000, 0.0000, 0.0000, 0.0000, 0.0000, 0.0000, 0.0000, 0.0000, 0.0000, 0.0000, -0.0001, -0.0001, 0.0008, 0.0012, 0.0047, -0.0039, 0.0000, 0.0001, 0.0000, 0.0235, 0.0038, -0.0001, -0.0002, 0.0001, -0.0002, 0.0001, -0.0002, 0.0002, 0.0001, 0.0000, 0.0000, 0.0000, 0.0000, 0.0009, 0.0001, 0.0000, 0.0000, 0.0000, 0.0001, 0.0000, 0.0000, 0.0000, 0.0000, 0.0000, 0.0001, 0.0000, 0.0000, 0.0000, 0.0000, 0.0001, 0.0000, 0.0000, 0.0000, 0.0000, 0.0000, -0.0002, -0.0002, 0.0000, 0.0000, 0.0000, 0.0000, -0.0001, 0.0000]}

=====

# 3
{"formula": "C3H12FN6O3Sr", "method": "wB97M-V/def2-TZVPD", "e_tot_ha": -806.128433, "charge": 1, "species": ["Sr", "F", "C", "O", "N", "N", "H", "H", "H", "H", "C", "O", "N", "N", "H", "H", "H", "H", "C", "O", "N", "N", "H", "H", "H", "H"], "positions_angstrom": [[-2.7244, 0.9250, -2.1926], [-0.4889, 0.3733, -1.1511], [-1.3946, -3.9580, 0.4125], [-1.0848, -5.1347, 0.3183], [-1.8778, -3.4085, 1.4897], [-1.1364, -3.0411, -0.4288], [-1.8501, -3.7915, 2.4238], [-2.2839, -2.4857, 1.5493], [-1.2443, -2.0642, -0.1961], [-0.4989, -3.3757, -1.1371], [3.0593, 0.6155, -1.5509], [4.2658, 0.8158, -1.5022], [2.2518, 1.4364, -1.0276], [2.3866, -0.4149, -2.1338], [1.3186, 1.0528, -1.0718], [2.5286, 2.2926, -0.5688], [2.8507, -1.2591, -2.4372], [1.4121, -0.3577, -1.8746], [-1.0011, 3.0347, 1.7326], [-1.7511, 3.8234, 2.3121], [-1.3409, 1.9031, 1.1543], [0.2697, 3.1721, 1.5319], [-0.7839, 1.3386, 0.5289], [-2.3454, 1.8243, 1.0856], [0.5829, 4.1096, 1.7395], [0.8804, 2.5741, 0.9939]], "mulliken_charge": [1.7971, -0.8573, 0.6351, -0.6268, -0.3644, -0.3373, 0.2057, 0.1195, 0.1630, 0.2201, 0.5618, -0.6634, -0.1955, -0.3236, 0.0698, 0.1748, 0.2343, 0.1536, 0.5392, -0.6341, -0.2808, -0.3391, 0.1451, 0.1670, 0.2205, 0.2156]}

=====

# 4
{"formula": "C53H45CsN4S5Sb2", "method": "wB97M-V/def2-TZVPD", "e_tot_ha": -4757.252392, "de_lowest_kj_mol": 50.5, "charge": -2, "species": ["Cs", "C", "C", "C", "C", "C", "C", "N", "N", "C", "C", "C", "C", "C", "N", "H", "H", "H", "H", "H", "H", "H", "H", "H", "C", "C", "C", "Sb", "C", "C", "C", "C", "C", "C", "C", "C", "C", "C", "C", "C", "Sb", "C", "C", "C", "C", "C", "C", "C", "C", "C", "C", "C", "C", "H", "H", "H", "H", "H", "H", "H", "H", "H", "H", "H", "H", "H", "H", "H", "H", "H", "H", "H", "H", "H", "H", "H", "H", "H", "H", "S", "C", "S", "C", "C", "S", "S", "S", "C", "C", "C", "C", "C", "C", "N", "C", "C", "C", "C", "C", "C", "H", "H", "H", "H", "H", "H", "H", "H", "H", "H"], "positions_angstrom": [[1.1299, -1.0687, 2.2156], [3.5371, 4.4291, 1.8393], [3.2559, 3.7304, 3.0052], [2.0301, 3.1126, 3.1867], [1.0535, 3.1693, 2.1845], [1.3359, 3.9041, 1.0176], [2.5615, 4.5167, 0.8464], [-0.1894, 2.5669, 2.2622], [-0.2575, 1.5845, 3.1640], [-1.5439, 1.2307, 3.4358], [-2.6478, 2.1088, 3.2485], [-3.9022, 1.6927, 3.6259], [-4.0783, 0.4156, 4.1660], [-2.9496, -0.3825, 4.2816], [-1.7239, -0.0182, 3.9311], [4.5111, 4.8807, 1.6940], [4.0149, 3.6282, 3.7737], [1.8178, 2.5593, 4.0893], [0.5729, 3.9507, 0.2482], [2.7704, 5.0505, -0.0746], [-2.4574, 3.0897, 2.8390], [-4.7534, 2.3560, 3.5057], [-5.0510, 0.0471, 4.4634], [-3.0472, -1.3983, 4.6591], [-2.9085, 1.7240, -0.3745], [-1.4306, 1.7364, -0.7332], [-1.0325, 0.5882, -1.6488], [1.0695, 0.6546, -2.1361], [1.3999, -1.4521, -2.1009], [0.5461, -2.3729, -2.7071], [0.8147, -3.7306, -2.6411], [1.9355, -4.1865, -1.9579], [2.7875, -3.2810, -1.3423], [2.5253, -1.9169, -1.4187], [0.7269, 0.7717, -4.2578], [1.3384, -0.0893, -5.1651], [1.1138, 0.0362, -6.5307], [0.2723, 1.0285, -7.0126], [-0.3411, 1.8972, -6.1203], [-0.1100, 1.7685, -4.7573], [-3.4838, -0.1577, 0.4889], [-3.9950, -1.0520, -1.4112], [-3.3473, -2.2141, -1.8218], [-3.6146, -2.7787, -3.0652], [-4.5461, -2.1947, -3.9094], [-5.2072, -1.0392, -3.5083], [-4.9276, -0.4750, -2.2723], [-5.5351, 0.3911, 0.8503], [-6.4424, -0.6276, 1.1393], [-7.7829, -0.3558, 1.3691], [-8.2446, 0.9536, 1.3206], [-7.3552, 1.9791, 1.0410], [-6.0125, 1.6978, 0.8082], [-3.5376, 1.8777, -1.2575], [-3.1295, 2.5061, 0.3561], [-0.8445, 1.7047, 0.1916], [-1.1767, 2.7025, -1.1921], [-1.6194, 0.5580, -2.5712], [-1.1872, -0.3794, -1.1524], [-0.3441, -2.0317, -3.2273], [0.1324, -4.4405, -3.0962], [2.1289, -5.2507, -1.8876], [3.6554, -3.6282, -0.7949], [3.2079, -1.2154, -0.9453], [1.9878, -0.8796, -4.8043], [1.5960, -0.6493, -7.2178], [0.0934, 1.1235, -8.0770], [-1.0031, 2.6748, -6.4836], [-0.6027, 2.4562, -4.0756], [-2.5951, -2.6741, -1.1924], [-3.0853, -3.6750, -3.3716], [-4.7551, -2.6329, -4.8782], [-5.9334, -0.5733, -4.1646], [-5.4517, 0.4283, -1.9745], [-6.1004, -1.6572, 1.1831], [-8.4676, -1.1665, 1.5887], [-9.2904, 1.1708, 1.5026], [-7.7031, 3.0051, 1.0037], [-5.3383, 2.5181, 0.5935], [-0.1204, -9.0817, 0.4366], [0.0968, -7.4981, 0.8544], [1.1429, -6.9715, 2.1126], [0.8949, -5.2342, 2.0050], [-0.0206, -4.8458, 0.9919], [-0.4872, -3.3065, 0.5654], [-0.6931, -6.1849, 0.0762], [1.7314, -4.2574, 3.0667], [5.3657, 1.1326, 5.4440], [6.2267, 1.3972, 4.3811], [5.8504, 1.1920, 3.0657], [4.5567, 0.7132, 2.7305], [3.7115, 0.4394, 3.8338], [4.0952, 0.6422, 5.1418], [4.0470, 0.5976, 1.4799], [4.8801, 0.4344, 0.4101], [6.0026, -0.4272, 0.3751], [6.7095, -0.6467, -0.7945], [6.3571, -0.0188, -1.9867], [5.2703, 0.8512, -1.9699], [4.5572, 1.0778, -0.8068], [5.6724, 1.2996, 6.4691], [7.2209, 1.7859, 4.5832], [6.5404, 1.4398, 2.2681], [2.7204, 0.0742, 3.6046], [3.3920, 0.4229, 5.9390], [6.2854, -0.9500, 1.2814], [7.5474, -1.3372, -0.7777], [6.9126, -0.2023, -2.8982], [4.9735, 1.3671, -2.8784], [3.7212, 1.7645, -0.7925]], "mulliken_charge": [1.3151, -0.5335, -0.4120, -0.1512, -0.1175, -0.0876, -0.6014, -0.2788, -0.1126, -0.5369, -0.1292, -0.2380, -0.2956, -0.4938, -0.1994, 0.3496, 0.2996, 0.4763, 0.3613, 0.3512, 0.3125, 0.3886, 0.3920, 0.3606, -1.5589, 0.0811, -0.5476, 0.9777, -0.5056, -0.1904, -0.6823, -0.5984, -0.4528, -0.2768, 0.1126, -0.4235, -0.5841, -0.4145, -0.5972, -0.3277, 0.7187, 0.0431, -0.3267, -0.5242, -0.4597, -0.7269, -0.3494, 0.5446, -0.6877, -0.5768, -0.4343, -0.6291, -0.1846, 0.7048, 0.4221, -0.2977, 0.5610, 0.5211, -0.1627, 0.5666, 0.3494, 0.4090, 0.4829, 0.4504, 0.4141, 0.3707, 0.3516, 0.3744, 0.3372, 0.3585, 0.4465, 0.3639, 0.3829, 0.3416, 0.3659, 0.3752, 0.3430, 0.3726, 0.3043, -0.3140, 0.0617, -0.1637, 0.0787, -0.2684, -0.0765, -0.0002, -0.4671, -0.6922, -0.5882, -0.0721, 0.5326, 0.5136, -0.6258, 0.0244, -0.2870, -0.0664, -0.5716, -0.6540, -0.4400, -0.4009, 0.3417, 0.3033, 0.3853, -1.4082, 0.3927, 0.4484, 0.3305, 0.3539, 0.3982, 0.5838]}